<P>
17
Properties=species:S:1:pos:R:3 method="wB97M-V/def2-TZVPD" e_homo_ev=-9.0 orbital_gap_ev=9.9
C 1.68763 1.08399 -1.21472
N 0.47710 0.68908 -0.47940
C -0.31082 1.79369 0.29361
C 0.11258 -0.60753 -0.30171
O 0.92036 -1.49809 -0.67682
C -1.30857 -0.88252 0.31327
N -1.38985 -0.98013 1.81510
H 2.40215 0.37350 -1.41660
H 1.48727 1.65700 -2.12213
H 2.04372 1.84863 -0.46364
H -0.55075 1.48420 1.30165
H -1.26693 2.02401 -0.26029
H 0.38075 2.72542 0.20224
H -1.87249 -0.03402 -0.00215
H -1.57174 -1.83590 -0.23498
H -0.73889 -1.60780 2.32767
H -2.37170 -0.93881 2.19017



<Q>
17
Properties=species:S:1:pos:R:3 method="wB97M-V/def2-TZVPD" e_homo_ev=-9.3 orbital_gap_ev=10.1
C 1.62501 -0.52680 -1.07430
C 1.62197 -0.48543 0.48230
C 0.58822 0.51508 1.17059
N -0.73037 0.22033 0.68340
C -1.50502 0.69651 -0.32500
N -2.76641 0.08518 -0.26411
O -1.11560 1.68957 -1.00197
H 0.68073 -1.00419 -1.28761
H 2.45243 -0.96400 -1.64046
H 1.41142 0.42303 -1.45183
H 1.11593 -1.42691 0.70292
H 2.62533 -0.31803 0.89609
H 0.86703 1.53468 0.71780
H 0.54839 0.26280 2.29591
H -1.32001 -0.27204 1.37908
H -2.69814 -0.91926 -0.30253
H -3.40090 0.48948 -0.98025



<R>
17
Properties=species:S:1:pos:R:3 method="wB97M-V/def2-TZVPD" e_homo_ev=-9.4 orbital_gap_ev=10.2
C 0.06830 1.33395 -1.77655
C -0.89603 1.03817 -0.69338
O -2.12568 1.21656 -0.84256
N -0.45592 0.49814 0.53645
C 1.01407 0.05973 0.87190
C 1.32665 -1.40136 0.47149
N 0.63626 -2.43448 1.31822
H 1.08269 1.46018 -1.43530
H -0.36291 2.04425 -2.48334
H 0.31580 0.44372 -2.59043
H -1.26074 0.37068 1.24131
H 1.27131 0.27542 1.91936
H 1.52270 0.88761 0.30700
H 2.36802 -1.50034 0.56445
H 1.14750 -1.65773 -0.64620
H -0.42077 -2.29664 1.31273
H 1.00154 -2.38821 2.32746



<S>
17
Properties=species:S:1:pos:R:3 method="wB97M-V/def2-TZVPD" e_homo_ev=-9.7 orbital_gap_ev=10.5
N 2.03910 0.79291 -0.02690
C 0.90871 1.49502 -0.65404
C -0.30855 0.58186 -1.18898
C -1.16328 -0.33397 -0.28370
N -0.56076 -0.65869 1.01993
C -0.72049 -1.88112 1.57450
O -0.06532 -2.25889 2.52012
H 1.86166 0.70772 0.97496
H 1.91429 -0.20291 -0.24328
H 1.24555 1.83437 -1.63179
H 0.42263 2.20674 0.01040
H 0.30724 0.00998 -1.90232
H -1.01316 1.20894 -1.73153
H -1.96881 0.37228 -0.00672
H -1.73540 -1.16464 -0.68935
H 0.34620 -0.28520 1.23701
H -1.50961 -2.42438 1.02169



<Q> is the most stable structure; the next one sits 0.665 eV above it.



<P>
17
Properties=species:S:1:pos:R:3 method="wB97M-V/def2-TZVPD" e_homo_ev=-9.4 orbital_gap_ev=10.3
C 1.31826 -1.56159 -1.16715
N 0.57852 -1.31747 0.08448
C -0.78531 -0.86103 -0.06726
C -1.11569 0.45842 0.62540
N 0.01671 1.38623 0.28738
C -0.03200 2.60810 0.87730
O -0.82746 2.93226 1.72399
H 1.35747 -0.59591 -1.69343
H 2.33166 -1.74262 -0.85395
H 0.72736 -2.14489 -1.87911
H 0.57994 -2.19642 0.58557
H -1.07594 -0.77775 -1.12231
H -1.51367 -1.63196 0.22611
H -1.06315 0.38798 1.71046
H -1.97181 0.91772 0.14968
H 0.81141 0.81665 0.08737
H 0.66370 3.32229 0.42546



<Q>
17
Properties=species:S:1:pos:R:3 method="wB97M-V/def2-TZVPD" e_homo_ev=-9.4 orbital_gap_ev=10.3
C -1.54570 0.80861 0.16303
C -0.08263 0.60394 0.52035
N 0.23975 1.05252 1.89741
C 0.33380 -0.86045 0.30961
C 0.45700 -1.25870 -1.11682
N 1.41454 -0.58515 -1.87509
O -0.22174 -2.09852 -1.65668
H -2.18513 0.39080 0.94551
H -1.80607 1.86150 0.08776
H -1.75107 0.26640 -0.75836
H 0.56115 1.28981 -0.04050
H 1.23432 1.06004 2.02210
H -0.23987 0.47146 2.55227
H -0.39764 -1.50450 0.79926
H 1.30868 -1.01887 0.77335
H 1.37267 -0.88778 -2.82965
H 1.30792 0.40888 -1.79356



<Q> is the most stable structure; the next one sits 1.252 eV above it.



<P>
17
Properties=species:S:1:pos:R:3 method="wB97M-V/def2-TZVPD" e_homo_ev=-8.7 orbital_gap_ev=9.6
C -0.63163 -1.32423 1.58334
N 0.81647 -0.43182 1.56162
C 0.14021 0.44706 0.77177
O -0.11970 1.60170 1.08872
C 0.07725 0.04646 -0.79137
C 1.16702 0.88082 -1.46963
N -1.23402 0.33678 -1.28432
H -0.21720 -2.33111 1.64517
H -1.35945 -1.37565 0.77657
H -1.14307 -1.05570 2.50423
H 1.04571 0.01061 2.45569
H 0.28859 -1.01841 -0.90580
H 0.99733 1.93952 -1.27823
H 2.14488 0.60638 -1.07885
H 1.14555 0.70355 -2.54518
H -1.50818 1.29315 -1.08673
H -1.60974 -0.32914 -1.94700



<Q>
17
Properties=species:S:1:pos:R:3 method="wB97M-V/def2-TZVPD" e_homo_ev=-8.8 orbital_gap_ev=9.7
N -0.89724 2.00892 1.24796
C 0.19226 1.17586 0.79172
C -0.24329 -0.16722 -0.01764
N -1.06145 0.24516 -1.12960
C 0.98885 -1.02430 -0.24801
C 0.52581 -2.38381 -0.79958
O 0.76583 -2.63816 -1.95225
H -1.01101 2.01686 2.26524
H -0.69121 2.99615 1.15512
H 0.75521 0.74937 1.64799
H 0.90176 1.66406 0.10113
H -0.92469 -0.64399 0.71490
H -1.02814 1.22828 -1.34981
H -1.34361 -0.30974 -1.91240
H 1.56920 -1.21135 0.66401
H 1.69784 -0.74973 -1.01887
H -0.19613 -2.95635 -0.15989



<R>
17
Properties=species:S:1:pos:R:3 method="wB97M-V/def2-TZVPD" e_homo_ev=-9.3 orbital_gap_ev=10.2
C -2.99371 -0.14711 -0.62040
N -1.71557 0.39762 -0.18869
C -0.95709 -0.44369 0.74720
C 0.40361 0.22844 1.08941
N 1.06611 0.64284 -0.10200
C 2.15228 0.10660 -0.70277
O 2.80240 -0.80394 -0.22770
H -2.88683 -1.00175 -1.28853
H -3.50953 0.64394 -1.15377
H -3.66493 -0.47690 0.18849
H -1.91910 1.25540 0.30660
H -0.71761 -1.38108 0.25415
H -1.58392 -0.66376 1.61709
H 0.17578 1.00692 1.82151
H 0.97139 -0.57094 1.56822
H 0.65062 1.45410 -0.51733
H 2.44139 0.56692 -1.65234



<S>
17
Properties=species:S:1:pos:R:3 method="wB97M-V/def2-TZVPD" e_homo_ev=-9.8 orbital_gap_ev=10.5
C -0.06358 1.68421 0.01444
C -0.28823 0.54132 0.96483
C -1.61565 0.41592 1.65667
N 0.70317 -0.18009 1.39789
H 0.55972 1.34975 -0.81895
H 0.44962 2.49501 0.53822
H -1.01353 2.05998 -0.37278
H -1.84854 -0.64357 1.79746
H -1.56231 0.91037 2.63026
H -2.40615 0.89193 1.07274
H 1.58737 0.05571 0.92996
N 0.90380 -1.36740 -2.29121
C 0.92079 -1.80188 -0.99501
O 1.92062 -2.28381 -0.48439
H 0.05823 -1.04851 -2.74219
H 1.79180 -1.32346 -2.77496
H -0.09714 -1.75547 -0.52298



<R> is the most stable structure; the next one sits 0.066 eV above it.



<P>
10
Properties=species:S:1:pos:R:3 method="wB97M-V/def2-TZVPD" e_homo_ev=-8.9 orbital_gap_ev=8.4
N -0.85302 -1.17488 0.28958
N -1.18783 0.29475 0.46453
C -0.24616 1.04230 -0.00346
C 1.11363 0.66076 -0.50428
O 1.23791 -0.52170 -1.02204
S 2.27814 1.74179 -0.08986
H -0.34354 -1.24580 1.14578
H -1.81916 -1.71459 0.20013
H -0.52960 2.03031 0.20115
H 0.34963 -1.11293 -0.68154



<Q>
10
Properties=species:S:1:pos:R:3 method="wB97M-V/def2-TZVPD" e_homo_ev=-8.7 orbital_gap_ev=9.6
C -2.76071 -0.70646 0.08785
N -2.09074 0.35212 -0.13027
O -0.75317 -0.03107 -0.01226
C 0.07479 1.05372 0.02221
N 1.33331 0.93778 0.10303
S 1.92372 -0.65671 -0.02724
H -3.81378 -0.55870 -0.10576
H -2.26838 -1.61988 0.29868
H -0.42886 2.03580 -0.00686
H 3.17432 -0.21424 -0.12190



<P> is the most stable structure; the next one sits 0.522 eV above it.



<P>
10
Properties=species:S:1:pos:R:3 method="wB97M-V/def2-TZVPD" e_homo_ev="-8.5 / -8.3" orbital_gap_ev="7.1 / 7.9"
C 1.14717 -0.49375 -0.69118
C -0.06975 0.04376 0.00146
N 1.95040 -1.18031 0.01506
N 0.16495 -0.27202 1.39977
O 0.40609 -3.55012 1.38729
S 1.45913 -1.34731 1.56260
H 1.34016 -0.32890 -1.73859
H -0.15688 1.13162 -0.11862
H -0.97391 -0.42480 -0.41092
H -0.64403 -0.47709 1.96693



<Q>
10
Properties=species:S:1:pos:R:3 method="wB97M-V/def2-TZVPD" e_homo_ev=-9.8 orbital_gap_ev=10.2
H 2.22524 -1.67596 0.16485
N 2.33151 -0.76470 0.65329
C 1.44752 0.08476 0.49585
N 0.11775 -0.03719 0.11562
S -0.79009 1.45001 -0.05637
C -0.47913 -1.18405 -0.35493
O -1.58935 -1.18648 -0.82388
H 1.63874 1.11102 0.73095
H -1.75186 1.06336 0.80868
H 0.28890 -1.99774 -0.43934



<R>
10
Properties=species:S:1:pos:R:3 method="wB97M-V/def2-TZVPD" e_homo_ev=-9.5 orbital_gap_ev=9.7
N -2.76619 -0.23784 -0.11509
N -1.43575 -0.38373 0.04691
C -0.67976 0.65667 0.03278
C 0.78078 0.58098 -0.07759
O 1.35686 1.62302 0.00231
S 1.56873 -0.98737 0.00555
H -3.29469 -0.95768 0.34020
H -3.16830 0.69993 0.00484
H -1.02643 1.66348 0.28392
H 0.34231 -1.66694 0.00990



<S>
10
Properties=species:S:1:pos:R:3 method="wB97M-V/def2-TZVPD" e_homo_ev=-8.9 orbital_gap_ev=8.7
C 0.47034 -0.38784 0.49382
C -0.29010 0.55616 -0.45547
H 1.67461 -1.99879 2.14250
H -0.22712 -3.17756 1.52679
H 0.97764 0.01858 1.39928
H -0.36248 -1.07494 -1.45488
N 0.84166 -2.44985 1.30989
N 0.09200 -1.58149 0.44251
O -0.67368 -0.10670 -1.49654
S -0.26814 2.14348 -0.25864



<Q> is the most stable structure; the next one sits 0.166 eV above it.